(1)
Computed, not measured: a molecular structure, C34H39F3N3ORuSSe, with wB97M-V/def2-TZVPD.

## Properties
- Frontier orbital gap (spin up / spin down): 4.891 / 6.806 eV
- Multiplicity: 6
- E: -4752.62272 Eh
- HOMO energy (spin up / spin down): -5.053 / -8.039 eV
- ⟨S²⟩: 8.794
- Energy relative to the best compared isomer or geometry (same formula, charge and spin): 17.11 kJ/mol

Each line ends with the Mulliken charge.
Geometry (Å):
Ru -1.36 -1.05 0.27  0.682
F -6.66 0.90 -2.78  -0.318
C -5.36 1.00 -2.41  0.547
F -4.64 1.15 -3.53  -0.225
F -5.25 2.14 -1.70  -0.224
C -4.93 -0.20 -1.61  -0.186
C -5.83 -1.20 -1.35  -0.036
C -5.46 -2.32 -0.59  -0.928
C -4.18 -2.37 -0.11  -0.721
N -3.29 -1.39 -0.37  0.235
C -3.60 -0.30 -1.12  0.769
S -2.31 0.80 -1.34  -0.395
H -6.84 -1.12 -1.73  0.519
H -6.16 -3.12 -0.38  0.420
H -3.82 -3.18 0.50  0.416
C 5.40 0.33 1.80  -1.651
C 4.72 0.93 0.56  2.124
C 4.68 2.46 0.69  -1.601
C 5.54 0.56 -0.67  -2.152
C 3.29 0.41 0.48  0.888
C 2.40 0.63 1.59  -1.316
C 1.13 0.18 1.52  -0.859
N 0.61 -0.45 0.44  0.005
C 1.43 -0.72 -0.65  -0.810
C 2.79 -0.26 -0.59  -0.174
C 0.88 -1.43 -1.74  -0.202
C 1.62 -1.79 -2.90  0.053
C 1.03 -2.50 -3.92  0.700
C -0.33 -2.86 -3.78  -0.924
C -1.00 -2.48 -2.64  -0.905
N -0.44 -1.79 -1.64  0.146
C 1.79 -2.91 -5.18  2.085
C 3.24 -2.45 -5.17  -2.109
C 1.76 -4.44 -5.30  -1.642
C 1.09 -2.29 -6.40  -1.621
H 6.44 0.68 1.86  0.458
H 5.41 -0.76 1.76  0.375
H 4.90 0.63 2.73  0.314
H 5.70 2.85 0.77  0.447
H 4.13 2.77 1.58  0.308
H 4.20 2.91 -0.18  0.361
H 6.55 0.93 -0.55  0.429
H 5.12 1.00 -1.58  0.395
H 5.60 -0.53 -0.81  0.411
H 2.73 1.13 2.49  0.460
H 0.45 0.30 2.36  0.677
H 3.42 -0.46 -1.44  0.340
H 2.65 -1.51 -2.97  0.342
H -0.86 -3.41 -4.54  0.419
H -2.05 -2.72 -2.52  0.452
H 3.80 -2.88 -4.33  0.406
H 3.32 -1.36 -5.11  0.405
H 3.74 -2.77 -6.09  0.419
H 2.23 -4.91 -4.43  0.374
H 2.31 -4.76 -6.20  0.457
H 0.74 -4.82 -5.38  0.324
H 1.07 -1.20 -6.33  0.366
H 0.06 -2.64 -6.49  0.316
H 1.62 -2.57 -7.31  0.454
C -1.90 3.88 7.34  -1.496
C -1.92 3.23 5.99  0.691
C -2.60 2.04 5.77  -0.935
C -2.63 1.43 4.53  0.470
C -3.38 0.13 4.39  -1.223
C -1.95 2.05 3.46  0.982
C -2.01 1.50 2.10  -0.417
O -2.51 0.42 1.79  -0.289
C -1.23 3.24 3.66  1.024
C -0.41 3.94 2.59  -1.883
C -1.23 3.81 4.93  -0.701
H -2.48 3.30 8.06  0.349
H -2.32 4.89 7.29  0.337
H -0.89 3.97 7.72  0.337
H -3.12 1.57 6.60  0.257
H -3.79 -0.16 5.36  0.413
H -2.74 -0.67 4.02  0.164
H -4.20 0.21 3.67  0.251
H -1.57 2.09 1.28  0.207
H -0.15 3.31 1.75  0.319
H 0.52 4.29 3.03  0.435
H -0.94 4.81 2.21  0.339
H -0.67 4.73 5.09  0.448
Se -1.10 -2.76 1.81  -0.378

***

(2)
Computed, not measured: a molecular structure, C37H44N3O6Ru in a non-equilibrium geometry, with wB97M-V/def2-TZVPD.

## Properties
- Frontier orbital gap (spin up / spin down): 6.534 / 7.155 eV
- Multiplicity: 2
- E: -2146.81812 Eh
- HOMO energy (spin up / spin down): -8.630 / -8.627 eV
- ⟨S²⟩: 0.769

Each line ends with the Mulliken charge.
Geometry (Å):
Ru 1.39 -0.82 0.71  1.276
N 3.86 -1.03 0.45  -0.393
C 4.39 -1.46 1.74  -0.538
C 3.48 -0.98 2.93  0.617
O 4.03 -0.60 3.95  -0.638
O 2.23 -1.08 2.73  -0.795
H 4.31 -1.48 -0.33  0.209
H 3.97 -0.02 0.33  0.194
H 5.40 -1.08 1.94  0.354
H 4.40 -2.55 1.78  0.346
C -3.41 3.26 -0.06  -1.799
C -1.97 3.03 -0.52  1.213
C -1.52 4.23 -1.36  -1.815
O -1.16 2.84 0.62  -0.332
C -0.33 1.72 0.45  -0.786
C -0.88 1.00 -0.79  -2.516
O -1.88 1.85 -1.30  -0.391
C -1.49 -0.43 -0.50  3.680
O -0.54 -1.30 -0.06  -0.519
C -2.06 -1.06 -1.79  -0.869
C -2.72 -2.28 -1.67  -0.246
C -3.16 -2.95 -2.79  -0.878
C -2.93 -2.42 -4.06  -0.624
C -2.29 -1.21 -4.17  -1.017
C -1.85 -0.53 -3.05  -0.322
C -2.62 -0.32 0.53  0.264
C -3.92 -0.02 0.14  -0.025
C -4.94 -0.01 1.08  -0.755
C -4.68 -0.30 2.41  -0.718
C -3.38 -0.58 2.80  -0.793
C -2.36 -0.59 1.87  -0.852
C 1.21 2.09 0.37  3.088
O 1.90 1.07 -0.21  -1.317
C 1.73 2.31 1.81  0.539
C 0.88 2.58 2.88  0.020
C 1.40 2.79 4.14  -1.144
C 2.76 2.75 4.36  -0.586
C 3.61 2.50 3.30  -0.946
C 3.10 2.29 2.03  -0.635
C 1.49 3.40 -0.37  -1.219
C 2.01 3.37 -1.66  -0.321
C 2.34 4.55 -2.31  -0.762
C 2.15 5.77 -1.69  -0.545
C 1.62 5.81 -0.41  -0.919
C 1.30 4.63 0.25  0.062
H -3.47 4.23 0.44  0.464
H -3.71 2.48 0.64  0.343
H -4.07 3.25 -0.92  0.357
H -1.43 5.10 -0.72  0.359
H -2.25 4.42 -2.13  0.543
H -0.55 4.04 -1.82  0.301
H -0.42 1.06 1.33  0.953
H -0.07 0.85 -1.53  1.735
H -2.90 -2.69 -0.69  0.599
H -3.66 -3.90 -2.69  0.472
H -3.27 -2.95 -4.94  0.410
H -2.09 -0.79 -5.15  0.437
H -1.38 0.44 -3.17  0.514
H -4.13 0.20 -0.89  0.489
H -5.95 0.21 0.76  0.442
H -5.48 -0.32 3.13  0.400
H -3.16 -0.80 3.83  0.490
H -1.34 -0.85 2.17  0.230
H -0.18 2.67 2.72  0.522
H 0.72 2.98 4.96  0.461
H 3.16 2.92 5.35  0.399
H 4.68 2.46 3.46  0.403
H 3.77 2.13 1.19  0.562
H 2.18 2.41 -2.13  0.396
H 2.74 4.51 -3.31  0.424
H 2.42 6.69 -2.19  0.405
H 1.47 6.75 0.09  0.441
H 0.89 4.67 1.25  0.441
C 1.83 -5.91 -1.45  -2.020
C 0.57 -5.14 -1.05  1.928
C 0.09 -5.61 0.34  -1.809
C -0.53 -5.37 -2.08  -1.660
N 0.85 -3.69 -1.09  -0.320
N 1.74 -3.21 -0.11  -0.304
H 1.57 -6.95 -1.64  0.477
H 2.58 -5.90 -0.66  0.411
H 2.25 -5.49 -2.35  0.422
H -0.27 -6.63 0.28  0.455
H -0.73 -4.97 0.68  0.339
H 0.89 -5.58 1.07  0.432
H -0.67 -6.44 -2.25  0.471
H -0.28 -4.89 -3.02  0.405
H -1.47 -4.96 -1.72  0.321
H -0.01 -3.15 -1.01  0.040
H 2.68 -3.51 -0.35  0.202
H 1.51 -3.54 0.84  0.368

***

(3)
Computed, not measured: a molecular structure, C21H30F8IInO8PSi in a non-equilibrium geometry, with wB97M-V/def2-TZVPD.

## Properties
- Frontier orbital gap: 7.637 eV
- Multiplicity: 1
- E: -3337.91711 Eh
- HOMO energy: -5.714 eV
- Charge: -1
- Energy relative to the best compared isomer or geometry (same formula, charge and spin): 74.87 kJ/mol

Each line ends with the Mulliken charge.
Geometry (Å):
C -0.82 3.64 2.02  -1.197
Si -0.50 1.99 2.87  0.109
C 0.53 2.35 4.42  -1.097
C -2.07 1.10 3.45  -0.512
C -3.36 1.96 3.38  -0.638
C -4.58 1.02 3.39  0.517
F -5.60 1.68 4.07  -0.334
F -4.31 -0.13 4.10  -0.276
In -5.16 0.44 1.29  0.881
C -6.98 -0.91 1.44  -0.854
C -6.56 -2.14 2.16  0.167
O -5.86 -3.00 1.68  -0.519
I -7.21 -2.44 4.24  -0.143
P -5.56 2.53 -0.11  0.426
O -4.31 3.03 -0.74  -0.674
O -6.67 2.37 -1.31  -0.495
O -6.06 3.74 0.91  -0.522
C 0.39 0.79 1.69  0.580
C 0.78 -0.41 2.25  -0.204
C 1.40 -1.37 1.47  -0.923
C 1.61 -1.08 0.14  -0.366
C 1.25 0.11 -0.42  -0.552
C 0.62 1.06 0.36  -0.367
H 0.09 4.22 1.85  0.364
H -1.45 4.27 2.67  0.335
H -1.32 3.49 1.06  0.318
H -0.12 2.85 5.14  0.309
H 0.93 1.45 4.90  0.331
H 1.39 3.01 4.23  0.326
H -1.87 0.70 4.45  0.431
H -2.21 0.23 2.80  0.407
H -3.38 2.62 4.26  0.168
H -3.33 2.54 2.45  0.066
H -3.90 -0.50 0.47  -0.346
H -7.70 -0.39 2.09  0.357
H -7.41 -1.17 0.48  0.349
H -7.05 1.49 -1.22  0.311
H -5.24 4.02 1.34  0.343
H 0.60 -0.60 3.30  0.257
H 1.67 -2.32 1.92  0.428
H 2.09 -1.84 -0.47  0.453
H 1.44 0.34 -1.46  0.454
H 0.29 2.02 -0.02  0.325
C 3.13 3.39 -7.06  -1.103
C 2.32 2.24 -6.49  -0.225
O 3.07 1.53 -5.49  -0.306
C 3.06 2.06 -4.27  0.317
O 2.49 3.06 -3.95  -0.503
C 3.85 1.17 -3.30  0.950
F 5.01 0.76 -3.84  -0.261
F 3.15 0.07 -2.99  -0.247
F 4.14 1.81 -2.17  -0.245
H 4.09 3.04 -7.43  0.300
H 2.59 3.88 -7.87  0.370
H 3.34 4.14 -6.29  0.316
H 2.10 1.52 -7.28  0.314
H 1.37 2.58 -6.09  0.332
C 4.28 -4.47 -2.52  -1.028
C 3.72 -5.66 -1.78  -0.232
O 4.53 -6.00 -0.65  -0.347
C 4.32 -5.30 0.46  0.371
O 3.51 -4.42 0.57  -0.487
C 5.22 -5.80 1.59  0.899
F 6.48 -6.01 1.17  -0.254
F 4.76 -6.96 2.08  -0.262
F 5.27 -4.93 2.60  -0.239
H 5.32 -4.64 -2.80  0.340
H 3.70 -4.26 -3.42  0.366
H 4.26 -3.58 -1.89  0.227
H 3.72 -6.54 -2.43  0.321
H 2.69 -5.49 -1.47  0.321

***

(4)
Computed, not measured: a single C4H9NO2 molecule, with wB97M-V/def2-TZVPD.

## Properties
- SMILES: C[C@@H](O)CNC=O
- Frontier orbital gap: 10.622 eV
- Multiplicity: 1
- E: -363.05603 Eh
- HOMO energy: -9.976 eV
- Energy relative to the best compared isomer or geometry (same formula, charge and spin): 77.47 kJ/mol

Each line ends with the natural charge from an NBO analysis.
Geometry (Å):
C 1.12 -0.42 1.85  -0.617
C 0.71 -0.12 0.41  0.084
O 1.04 -1.24 -0.35  -0.740
C -0.80 0.17 0.37  -0.240
N -1.35 0.55 -0.94  -0.598
C -0.80 0.55 -2.17  0.536
O 0.34 0.23 -2.49  -0.646
H 0.96 0.44 2.51  0.204
H 2.19 -0.68 1.86  0.228
H 0.56 -1.28 2.23  0.209
H 1.25 0.78 0.06  0.169
H 0.99 -0.95 -1.28  0.499
H -1.31 -0.73 0.72  0.201
H -1.03 0.99 1.06  0.199
H -2.33 0.81 -0.91  0.395
H -1.53 0.89 -2.93  0.118

***

(5)
Computed, not measured: 2 unconnected molecules or ions with the total composition C3H9O2S in a non-equilibrium geometry, with wB97M-V/def2-TZVPD.

## Properties
- Frontier orbital gap (spin up / spin down): 9.996 / 6.371 eV
- Multiplicity: 2
- E: -668.25078 Eh
- HOMO energy (spin up / spin down): -9.277 / -9.271 eV
- ⟨S²⟩: 0.755
- Energy relative to the best compared isomer or geometry (same formula, charge and spin): 92.90 kJ/mol

Each line ends with the natural charge from an NBO analysis.
Geometry (Å):
C 0.95 -0.70 0.36  -0.123
O 0.43 0.02 1.37  -0.331
C 1.16 0.11 -0.93  -0.444
C -0.02 0.97 -1.25  -0.550
S -1.54 0.26 -2.00  -0.054
H 0.31 -1.59 0.24  0.252
H 1.90 -1.23 0.58  0.207
H 1.99 0.76 -0.64  0.217
H 1.53 -0.68 -1.59  0.220
H 0.15 1.91 -1.82  0.240
H -0.28 1.49 -0.33  0.243
H -2.21 -0.04 -0.89  0.137
H -1.66 -1.05 2.70  0.453
H -0.87 -0.04 1.89  0.458
O -1.85 -0.20 2.30  -0.924

***

(6)
Computed, not measured: 2 unconnected molecules or ions with the total composition C2H10O2Si2 in a non-equilibrium geometry, with wB97M-V/def2-TZVPD.

## Properties
- SMILES: C[SiH2]O.C[SiH]=O
- Frontier orbital gap: 9.420 eV
- Multiplicity: 1
- E: -811.65562 Eh
- HOMO energy: -9.805 eV
- Energy relative to the best compared isomer or geometry (same formula, charge and spin): 395.02 kJ/mol

Each line ends with the natural charge from an NBO analysis.
Geometry (Å):
C 1.81 2.65 -0.21  -1.023
C -1.40 -2.83 0.49  -1.109
O -0.05 0.12 -0.66  -1.135
O -2.32 -0.13 1.45  -1.194
Si 0.99 1.15 -1.38  1.378
Si -1.67 -1.42 1.75  1.808
H 1.28 3.47 -0.58  0.226
H 1.51 2.38 0.78  0.228
H 2.88 2.52 -0.42  0.233
H -1.91 -2.62 -0.38  0.248
H -0.26 -2.75 0.29  0.262
H -1.62 -3.74 0.79  0.230
H -0.87 0.53 -0.22  0.536
H 2.11 0.39 -2.04  -0.211
H 0.09 1.76 -2.45  -0.232
H -0.57 -1.48 2.78  -0.245

***

> Which formula does entry 5 have?

C3H9O2S